No. 1
Here is a structure of composition C23H48CeN2O2P2 in a non-equilibrium geometry from the Open Molecules 2025 dataset. Energies are from the ωB97M-V functional and the def2-TZVPD basis.

Properties
LUMO level (spin up / spin down) = -16.099 / -16.077 eV
HOMO (spin up / spin down) = -21.96 / -21.96 eV
Charge = +4
Max |F| = 10.39 eV Å⁻¹

```
78
Properties=species:S:1:pos:R:3:forces:R:3
Ce 0.0409 0.2010 0.7007 0.17 0.86 4.50
C 1.7492 -0.3034 -0.7760 7.90 -1.84 -6.49
O 2.6702 -0.5037 -1.4795 -5.41 1.23 4.25
C -2.2058 0.2632 -0.0674 -9.44 0.44 -2.65
O -3.3472 0.3085 -0.3406 6.78 -0.24 1.65
P -0.0346 2.3503 -1.1171 0.11 2.33 -1.36
C -0.4544 2.2690 -2.9146 -0.10 -0.68 -0.37
H -0.4988 3.3111 -3.2650 0.03 -0.21 0.41
C -1.3476 3.5262 -0.4324 -0.35 -0.71 0.63
H -2.2602 2.9065 -0.4860 0.14 0.22 0.00
C 1.6477 3.2121 -1.1307 0.31 -0.74 0.19
H 2.2563 2.5066 -1.7204 -0.15 0.12 0.12
C 1.4222 -3.5439 1.2076 0.56 0.20 0.12
P -0.0777 -2.6774 0.5373 -0.07 -2.07 -0.57
H -0.8103 -4.2993 -1.0567 0.13 0.17 0.10
H 2.1848 -3.3782 0.4301 -0.18 0.02 0.17
C -1.5515 -3.5181 1.3364 -0.46 0.56 0.53
H -1.3004 -4.5821 1.2132 0.14 0.27 -0.05
C -1.1096 3.9019 1.0351 -0.10 0.34 0.02
H -1.9551 4.5249 1.3675 0.30 -0.22 -0.01
H -0.1972 4.4991 1.1576 -0.32 -0.12 0.00
H -1.0671 3.0466 1.7262 0.03 -0.09 -0.02
C -1.5914 4.7790 -1.2754 0.18 0.32 -0.32
H -0.7627 5.4922 -1.1954 -0.31 -0.22 -0.03
H -2.4870 5.2833 -0.8837 0.18 -0.23 -0.03
H -1.7773 4.5687 -2.3328 -0.02 0.09 0.24
C 1.6505 4.5504 -1.8779 -0.09 0.41 -0.06
H 1.1402 4.5233 -2.8481 0.15 0.01 0.28
H 2.6970 4.8336 -2.0793 -0.27 -0.23 0.10
H 1.2219 5.3593 -1.2732 0.14 -0.26 -0.15
C 2.2909 3.3308 0.2533 0.05 0.36 0.04
H 3.2549 3.8433 0.1305 -0.17 -0.17 0.17
H 2.5170 2.3667 0.7297 0.01 -0.22 -0.03
H 1.6933 3.9236 0.9557 0.20 -0.06 -0.24
C 0.6463 1.5522 -3.7004 0.47 0.12 0.20
H 1.5883 2.1143 -3.7420 -0.32 0.00 -0.09
H 0.3039 1.3880 -4.7311 0.18 0.02 0.26
H 0.8737 0.5767 -3.2503 0.00 0.39 -0.24
C -1.8262 1.6218 -3.1446 -0.11 0.11 -0.04
H -1.8498 0.5835 -2.7835 0.00 0.11 -0.13
H -2.0190 1.5944 -4.2267 -0.04 -0.02 0.32
H -2.6459 2.1856 -2.6787 0.16 -0.15 -0.14
C 1.2294 -5.0658 1.3581 -0.29 -0.21 -0.13
H 0.8593 -5.5594 0.4427 0.13 0.22 0.38
H 0.5493 -5.3065 2.1864 0.18 0.04 -0.19
H 2.2039 -5.5219 1.5986 -0.28 0.25 -0.11
C 1.9310 -2.9288 2.5135 0.06 -0.12 0.12
H 1.1693 -2.9377 3.3002 0.21 -0.04 -0.08
C -1.0817 -2.4066 -2.0505 -0.32 -0.07 0.26
H 2.2997 -1.9038 2.3869 0.01 0.11 -0.01
H 2.7799 -3.5257 2.8704 -0.16 0.21 0.00
C 1.0902 -3.6608 -1.8700 0.01 -0.14 0.10
H -0.5396 -1.4575 -2.1573 0.02 -0.03 -0.08
H -1.2139 -2.8687 -3.0405 0.03 0.44 0.20
H -2.0801 -2.1506 -1.6740 0.14 -0.32 0.04
C -0.2563 -3.3584 -1.1859 0.15 0.29 -0.34
H 0.9130 -3.9145 -2.9268 0.04 0.03 0.36
H 1.5952 -4.5167 -1.3988 -0.09 0.35 -0.28
H 1.7702 -2.7953 -1.8529 -0.16 -0.33 -0.08
C -2.8725 -3.2449 0.6082 0.00 -0.17 -0.08
H -3.0946 -2.1721 0.5334 -0.06 -0.23 0.09
H -3.6869 -3.7125 1.1779 0.18 0.14 -0.13
H -2.8932 -3.6827 -0.3931 -0.07 0.11 0.17
C -1.6935 -3.2134 2.8287 0.00 -0.29 0.27
H -1.9888 -2.1716 3.0124 -0.05 0.03 -0.05
H -0.8007 -3.4492 3.4204 -0.18 0.01 -0.17
H -2.5061 -3.8377 3.2319 0.23 0.24 -0.06
H 0.0447 -1.2932 -3.8260 -0.06 0.45 -0.71
H -0.1490 -0.6149 -4.0814 0.07 -0.85 -0.18
N 0.2792 -0.0406 3.9995 0.15 -0.43 0.52
C 0.8244 0.3915 5.1538 -0.17 0.55 -1.27
C 1.3654 1.6472 4.8804 0.11 0.62 -0.52
C 1.0957 1.9172 3.5342 -0.03 -0.82 0.53
N 0.4416 0.8435 2.9601 -0.04 0.10 0.22
H -0.2595 -0.8942 3.9071 0.07 0.09 -0.08
H 0.7874 -0.1853 6.0661 -0.06 -0.04 0.00
H 1.8943 2.2999 5.5725 -0.22 -0.21 -0.18
H 1.3210 2.7994 2.9423 0.04 -0.23 0.21
```
Positions in Å, forces in eV/Å.

The Löwdin scheme yields these atomic charges, measured in e: 1.02, -0.08, 0.25, -0.05, 0.25, 1.04, -0.50, 0.11, -0.49, 0.09, -0.49, 0.10, -0.52, 1.03, 0.13, 0.11, -0.49, 0.12, -0.07, 0.12, 0.09, 0.06, -0.05, 0.09, 0.12, 0.09, -0.05, 0.09, 0.12, 0.09, -0.08, 0.12, 0.07, 0.07, -0.11, 0.10, 0.11, 0.01, -0.08, 0.05, 0.12, 0.09, -0.06, 0.09, 0.10, 0.12, -0.09, 0.06, -0.14, 0.07, 0.12, -0.07, 0.00, 0.12, 0.07, -0.49, 0.12, 0.09, 0.06, -0.07, 0.06, 0.12, 0.09, -0.08, 0.08, 0.07, 0.12, 0.09, 0.09, 0.02, 0.05, 0.04, -0.05, -0.19, 0.14, 0.17, 0.15, 0.12

No. 2
Here is a cluster of 3 separate species, C23H48N5O3 in total in a non-equilibrium geometry from the Open Molecules 2025 dataset. Energies are from the ωB97M-V functional and the def2-TZVPD basis.

Properties
LUMO level (spin up / spin down) = -3.723 / -3.724 eV
2S+1 = 3
⟨S²⟩ = 2.0083
HOMO (spin up / spin down) = -9.79 / -10.88 eV
Charge = +1
Max |F| = 1.74 eV Å⁻¹

```
79
Properties=species:S:1:pos:R:3:forces:R:3
C -2.9798 -0.6345 4.9412 -0.01 -0.02 0.01
O -1.7950 -0.3850 4.2026 -0.08 -0.01 -0.04
C -1.6394 0.9463 3.7986 0.38 0.31 -0.23
C -2.4415 1.2293 2.5381 -0.46 0.09 0.04
C -2.9763 2.6689 2.2123 1.02 -0.30 -0.27
N -2.4888 2.8344 0.8138 -1.38 -0.35 -0.57
C -2.3788 1.5661 0.3297 -0.43 0.62 1.56
N -3.1104 1.1549 -0.6956 1.15 -0.54 -0.69
N -1.7285 0.8519 1.2831 0.12 -0.62 -0.76
H -3.0323 0.0108 5.8212 0.02 0.00 0.04
H -2.9456 -1.6740 5.2514 0.03 -0.02 0.04
H -3.8829 -0.4880 4.3404 -0.02 0.03 -0.03
H -0.5819 1.0711 3.5620 0.05 0.11 0.09
H -1.8955 1.6595 4.5899 -0.14 -0.07 0.06
H -3.3408 0.6092 2.5790 0.10 -0.17 0.12
H -4.0614 2.6217 2.1814 -0.05 0.33 0.32
H -2.6109 3.4545 2.8643 0.01 0.02 0.03
H -2.9794 3.4694 0.1962 -0.11 0.14 0.25
H -4.0452 1.5097 -0.8019 0.18 0.58 -0.43
H -2.8618 0.3556 -1.2701 -0.12 -0.14 0.10
H -1.5475 -0.1305 1.1265 -0.29 -0.07 0.08
C -2.3764 -0.8901 -7.3903 0.13 -0.07 0.08
C -3.0053 -0.1643 -6.1764 -0.01 -0.48 -0.58
C -3.1573 1.3429 -6.4353 0.01 0.16 0.15
C -1.8593 2.1376 -6.3558 0.01 -0.07 -0.03
C -1.1412 1.8610 -5.0403 -0.16 0.12 0.00
C -0.8810 0.3695 -4.8141 0.59 -0.33 -0.18
N -2.1792 -0.3822 -4.9367 -0.43 1.19 0.24
O -2.8829 -0.3201 -3.8650 0.07 -0.29 0.34
C 0.1723 -0.1309 -5.8102 -0.06 -0.05 -0.07
C -0.3036 0.1340 -3.4226 -0.13 0.02 0.11
C -4.3924 -0.7629 -5.9612 -0.02 0.04 0.17
H -1.4711 -1.4282 -7.1292 -0.03 -0.03 0.01
H -3.0684 -1.6348 -7.7799 -0.05 0.06 -0.04
H -2.1380 -0.2014 -8.2013 0.04 0.01 0.02
H -3.8624 1.7502 -5.7032 0.03 -0.05 0.05
H -3.6205 1.4668 -7.4160 -0.03 -0.02 0.01
H -1.2109 1.9051 -7.2040 0.01 -0.03 0.01
H -2.0854 3.2025 -6.4297 0.01 0.00 -0.04
H -0.1840 2.3863 -5.0043 0.01 -0.02 0.01
H -1.7474 2.2463 -4.2124 -0.02 -0.07 0.01
H 0.3156 -1.2079 -5.7169 0.01 0.00 0.01
H 1.1204 0.3573 -5.5837 0.00 0.00 0.03
H -0.0656 0.0955 -6.8450 0.00 0.01 0.01
H -0.9351 0.5661 -2.6475 -0.01 0.01 -0.02
H 0.6759 0.6086 -3.3656 0.00 -0.01 -0.01
H -0.1845 -0.9312 -3.2225 -0.01 0.00 -0.01
H -4.3247 -1.8150 -5.6837 0.01 -0.01 -0.02
H -4.9397 -0.6874 -6.9011 0.01 0.00 0.00
H -4.9538 -0.2376 -5.1926 0.02 -0.02 0.03
C 2.1007 -0.1992 2.9568 0.08 -0.06 -0.12
C 2.4825 -1.1607 4.1102 -0.43 0.37 -0.43
C 2.9416 -0.3868 5.3560 0.14 -0.05 0.14
C 4.3472 0.1965 5.2585 -0.03 -0.01 -0.06
C 5.3471 -0.8821 4.8542 -0.08 0.01 0.18
C 4.9611 -1.5844 3.5498 0.25 0.21 -0.58
N 3.5564 -2.1113 3.6702 0.28 0.04 1.17
O 3.5141 -3.2189 4.3183 -0.10 -0.13 -0.37
C 5.1152 -0.6121 2.3734 -0.12 0.03 -0.02
C 5.8963 -2.7568 3.2773 -0.03 -0.09 0.13
C 1.2309 -1.9550 4.4672 0.04 -0.20 0.14
H 2.6703 -0.3914 2.0527 -0.02 -0.02 0.00
H 1.0516 -0.3418 2.6907 -0.02 0.03 0.06
H 2.2439 0.8490 3.2269 0.04 0.00 0.00
H 2.9058 -1.0660 6.2128 0.02 -0.06 -0.05
H 2.2114 0.4031 5.5528 -0.02 -0.02 0.00
H 4.3727 1.0316 4.5525 0.00 -0.02 -0.02
H 4.6299 0.6094 6.2284 0.00 0.03 -0.01
H 6.3458 -0.4561 4.7342 0.00 -0.01 -0.01
H 5.4138 -1.6278 5.6518 -0.04 -0.05 -0.04
H 4.7715 -1.0706 1.4447 0.02 -0.01 0.00
H 6.1730 -0.3748 2.2605 0.01 -0.03 0.00
H 4.5893 0.3299 2.5090 0.01 0.00 0.01
H 5.9302 -3.4493 4.1137 -0.04 -0.01 -0.01
H 6.9009 -2.3683 3.1070 -0.01 0.01 -0.01
H 5.5817 -3.3059 2.3893 -0.01 0.00 0.00
H 0.9209 -2.5900 3.6355 0.02 0.01 -0.02
H 0.4214 -1.2597 4.6892 0.03 0.05 -0.04
H 1.3827 -2.5874 5.3382 0.07 -0.05 -0.05
```
Positions in Å, forces in eV/Å.

The Löwdin scheme yields these atomic charges, measured in e: -0.07, -0.19, -0.18, -0.21, -0.04, 0.10, -0.35, 0.26, 0.14, 0.10, 0.10, 0.08, 0.12, 0.14, 0.14, 0.13, 0.13, 0.15, 0.14, 0.12, 0.16, -0.01, -0.47, -0.14, -0.17, -0.14, -0.49, -0.09, -0.06, -0.03, -0.04, -0.05, 0.07, 0.08, 0.09, 0.12, 0.13, 0.11, 0.12, 0.13, 0.12, 0.10, 0.09, 0.07, 0.05, 0.09, 0.10, 0.10, 0.09, 0.07, -0.02, -0.47, -0.14, -0.17, -0.13, -0.49, -0.10, -0.02, -0.04, -0.04, -0.04, 0.06, 0.05, 0.09, 0.13, 0.12, 0.10, 0.12, 0.13, 0.13, 0.09, 0.09, 0.06, 0.08, 0.09, 0.09, 0.10, 0.07, 0.08

Q: The lowest max |F| belongs to which entry?
A: C23H48N5O3

Q: Look up the max |F| of the second one.
A: 1.74 eV Å⁻¹

Q: The highest charge belongs to which entry?
A: C23H48CeN2O2P2